No. 1
151
Properties=species:S:1:pos:R:3 method="wB97M-V/def2-TZVPD" s2=0.755 multiplicity=2 e_homo_ev="-8.52 / -8.52" orbital_gap_ev="7.0 / 3.0" e_lumo_ev="-1.491 / -5.550" e_tot_ha=-3269.26979
O 17.3884 8.1861 6.9270
C 18.3738 7.8912 7.6081
O 19.5283 8.6051 7.7374
B 20.4852 7.7828 8.5770
O 19.7792 6.4787 8.8511
C 18.5643 6.5059 8.3885
O 17.6669 5.6110 8.5631
O 20.8476 8.3763 9.8553
C 22.1370 8.6052 9.9296
O 22.7460 9.2926 10.8330
C 22.7653 7.9174 8.6298
O 21.7853 7.4831 7.8680
O 23.9759 7.9836 8.3174
C 22.3538 5.5292 4.8207
O 21.2576 6.3163 5.1297
H 22.1553 5.1921 3.8033
H 23.2142 6.1757 4.6476
H 22.5646 4.6922 5.4863
H 21.4812 6.7329 5.9652
C 24.0617 10.2003 5.9486
O 24.5176 11.3370 5.2210
H 23.9667 9.2705 5.3876
H 24.8035 9.7665 6.6191
H 23.1328 10.4231 6.4737
H 25.0731 11.8267 5.8319
C 14.1193 4.2502 8.9412
O 14.6794 5.2314 9.7963
H 13.3153 3.7046 9.4352
H 13.8443 4.8487 8.0728
H 14.9142 3.5367 8.7238
H 15.4428 4.9033 10.2771
C 27.6526 8.5098 9.5982
O 26.4593 9.2202 9.3367
H 28.2429 9.0766 10.3181
H 27.2367 7.5606 9.9360
H 28.2397 8.4444 8.6821
H 25.9776 8.6597 8.7239
C 16.9984 4.5371 5.7578
O 16.8014 3.4350 6.6295
H 16.9762 4.2396 4.7095
H 16.1569 5.2287 5.7974
H 17.9670 4.9569 6.0292
H 17.3143 3.6708 7.4060
C 19.3891 4.6839 13.6842
C 18.9604 6.1461 14.0539
C 19.9219 6.9992 13.1772
C 19.4165 8.4954 12.9170
C 18.0372 8.4604 12.3156
C 17.0872 7.7347 13.2454
N 17.6004 6.4075 13.4819
O 16.6289 5.5094 14.1361
C 16.7965 8.6903 14.4860
C 15.7789 7.6553 12.4608
C 19.0681 6.4997 15.5468
H 19.4954 4.4949 12.6160
H 18.7925 3.8712 14.0986
H 20.4039 4.6001 14.0733
H 20.9327 7.1288 13.5639
H 19.9855 6.6284 12.1542
H 20.0983 9.1638 12.3912
H 19.5395 9.1008 13.8151
H 18.1032 7.8626 11.4065
H 17.7182 9.4883 12.1432
H 16.0497 8.2891 15.1711
H 17.6687 9.0778 15.0125
H 16.2564 9.5504 14.0904
H 15.4202 8.6722 12.3014
H 15.9393 7.1840 11.4911
H 14.9112 7.1701 12.9079
H 20.1082 6.3799 15.8499
H 18.4700 5.8530 16.1888
H 19.0212 7.5760 15.7127
H 16.5353 5.8556 15.0266
C 27.6778 7.5515 4.2994
C 27.4841 6.2783 5.1561
C 26.4886 5.3691 4.4154
C 26.4093 3.9259 4.9219
C 27.8362 3.3672 4.6991
C 29.0540 4.1576 5.4353
N 28.8696 5.6130 5.3210
O 29.8504 6.4576 6.0362
C 29.0525 3.7825 6.9262
C 30.2970 3.7090 4.8144
C 26.7991 6.6338 6.5196
H 28.4396 8.1061 4.8472
H 26.8182 8.1787 4.5354
H 27.7604 7.4438 3.2179
H 25.5221 5.8658 4.5012
H 26.7915 5.1540 3.3907
H 25.6520 3.3565 4.3830
H 26.1362 3.8476 5.9742
H 27.9829 3.3626 3.6191
H 27.7426 2.3313 5.0250
H 29.3013 2.7283 7.0485
H 29.7872 4.3467 7.5007
H 28.0876 3.9714 7.3965
H 30.3737 2.6224 4.8537
H 30.3936 4.2136 3.8531
H 31.1683 4.0042 5.3991
H 25.8157 7.0797 6.3705
H 27.3768 7.2300 7.2260
H 26.6672 5.7043 7.0734
H 29.7516 6.0789 6.9128
C 24.0167 0.8957 8.0386
C 23.3183 2.1692 8.5802
C 21.9955 2.3288 7.7557
C 21.0834 3.3818 8.3938
C 20.9361 3.1932 9.9010
C 22.1682 2.9833 10.7511
N 23.0299 2.0559 10.0397
O 24.1923 1.7482 10.7845
C 22.7660 4.3926 11.1173
C 21.7296 2.1598 11.9241
C 24.2660 3.3620 8.1939
H 23.3808 0.0593 8.3287
H 24.9323 0.6490 8.5761
H 24.1646 0.8286 6.9608
H 22.3157 2.7589 6.8067
H 21.3869 1.4521 7.5339
H 20.0744 3.2072 8.0203
H 21.4731 4.3784 8.1863
H 20.3138 2.3000 9.8467
H 20.3426 4.0312 10.2666
H 22.7831 5.0702 10.2637
H 22.1186 4.9278 11.8119
H 23.7721 4.3452 11.5342
H 21.6995 1.0707 11.9562
H 22.1491 2.5125 12.8664
H 20.6720 2.3001 12.1477
H 24.3959 3.5410 7.1266
H 25.2252 3.3733 8.7115
H 23.7197 4.2152 8.5962
H 24.7446 2.5308 10.7216
O 15.8737 7.6859 4.3865
H 16.4971 8.1039 4.9805
H 15.0678 8.1920 4.4896
O 24.3744 11.5039 9.6210
H 25.0559 10.8559 9.7995
H 23.5563 11.0589 9.8422
O 14.2260 7.8785 8.9286
H 15.0904 7.6048 8.6218
H 13.9847 7.2225 9.5826
O 23.5087 6.7469 12.9351
H 23.0824 7.0646 12.1392
H 24.4449 6.8430 12.7607
O 16.7503 11.3268 5.9595
H 15.9141 11.4875 6.3967
H 17.2399 10.7779 6.5721
O 16.9045 4.4618 11.0112
H 17.3574 4.8807 10.2794
H 17.0183 5.0685 11.7428

No. 2
4
Properties=species:S:1:pos:R:3 method="wB97M-V/def2-TZVPD" relative_energy_kj_mol=71.22 e_homo_ev=-8.72 orbital_gap_ev=6.4 e_lumo_ev=-2.291 smiles="O=S.Cl" e_tot_ha=-934.12196
H 1.0909 0.4223 2.1586
O 0.2962 -0.3280 -1.0012
S -0.8691 -1.2653 -1.0993
Cl 0.6145 1.3204 1.3788